1.
Formula: C9H38BINO15
Source: the Open Molecules 2025 dataset
Level of theory: ωB97M-V/def2-TZVPD

Last column: Mulliken charge in e.
Atoms and positions in Å:
1 C 1.315 0.970 4.171  -0.730
2 C 0.275 2.050 3.601  -0.421
3 C -1.114 1.406 3.083  -0.458
4 C -1.299 1.530 1.473  -0.486
5 N -1.445 0.206 0.798  -0.296
6 C -0.153 -0.544 0.724  0.479
7 C 1.146 0.223 0.159  -0.266
8 C 2.441 -0.702 0.044  -0.590
9 O 2.630 -1.271 -1.289  -0.176
10 C 3.284 -0.381 -2.160  0.098
11 O 2.907 -0.392 -3.364  -0.537
12 O 0.151 -1.252 1.949  -0.643
13 B 0.048 -2.733 1.935  0.861
14 O 1.377 -3.155 2.505  -0.748
15 O -0.148 -3.061 0.492  -0.571
16 C -0.618 -1.868 -0.145  -0.607
17 I -0.575 -1.721 -2.317  -0.034
18 H 2.260 1.552 4.471  0.204
19 H 0.850 0.457 5.074  0.304
20 H 1.645 0.186 3.413  0.061
21 H 0.773 2.722 2.821  0.182
22 H 0.005 2.736 4.489  0.351
23 H -1.227 0.318 3.442  0.269
24 H -1.989 1.969 3.583  0.400
25 H -0.523 2.223 1.005  0.249
26 H -2.311 2.070 1.337  0.293
27 H -1.696 0.404 -0.183  0.283
28 H 1.382 1.045 0.936  0.120
29 H 0.933 0.795 -0.817  0.218
30 H 2.494 -1.553 0.799  0.089
31 H 3.353 -0.018 0.245  0.406
32 H 4.150 0.303 -1.883  0.374
33 H -0.718 -3.262 2.678  -0.266
34 H 1.402 -2.729 3.384  0.232
35 H -1.740 -1.893 0.129  0.487
36 O -0.506 4.486 1.234  -0.579
37 H 0.258 4.642 0.667  0.300
38 H -1.112 5.200 1.007  0.255
39 O 3.559 2.554 6.052  -0.597
40 H 3.660 3.261 6.701  0.281
41 H 4.380 2.051 6.125  0.289
42 O 0.266 6.592 -0.688  -0.600
43 H -0.086 6.675 -1.583  0.301
44 H 1.082 7.105 -0.709  0.299
45 O -3.990 -0.438 -2.921  -0.576
46 H -4.505 -0.321 -3.727  0.258
47 H -3.096 -0.630 -3.240  0.241
48 O 0.618 0.687 -5.270  -0.692
49 H 1.560 0.893 -5.298  0.305
50 H 0.563 -0.060 -4.659  0.298
51 O -1.587 -1.050 -5.594  -0.608
52 H -1.536 -1.765 -6.248  0.339
53 H -0.897 -0.431 -5.869  0.317
54 O 4.365 -3.643 -0.988  -0.647
55 H 5.128 -3.490 -1.557  0.292
56 H 3.757 -2.922 -1.210  0.421
57 O -2.159 -5.153 3.042  -0.607
58 H -3.015 -5.471 2.730  0.284
59 H -1.539 -5.438 2.359  0.306
60 O -5.356 -1.624 -0.460  -0.607
61 H -6.297 -1.584 -0.660  0.273
62 H -4.956 -1.003 -1.085  0.338
63 O -2.395 -2.140 -7.981  -0.640
64 H -3.340 -2.108 -8.172  0.309
65 H -2.008 -1.520 -8.610  0.315

Calculated values
Orbital gap   6.29 eV
Net charge   -1



2.
Formula: C9H38O10
Source: the Open Molecules 2025 dataset
Level of theory: ωB97M-V/def2-TZVPD

Last column: Mulliken charge in e.
Atoms and positions in Å:
1 C -14.042 -2.332 13.315  -1.617
2 C -13.540 -3.725 13.420  1.159
3 C -14.285 -4.540 14.420  -0.950
4 O -13.814 -4.453 12.243  -0.658
5 H -13.569 -1.881 12.443  0.388
6 H -13.793 -1.838 14.254  0.304
7 H -15.130 -2.265 13.296  0.314
8 H -12.499 -3.819 13.731  0.046
9 H -14.052 -5.598 14.304  0.080
10 H -15.350 -4.354 14.277  0.274
11 H -14.000 -4.126 15.387  0.391
12 H -14.765 -4.579 12.257  0.416
13 C -17.158 -6.287 16.720  -1.349
14 C -16.601 -5.000 17.325  1.344
15 C -17.687 -4.111 17.764  -1.501
16 O -15.702 -5.389 18.348  -0.567
17 H -17.386 -7.005 17.508  0.405
18 H -16.404 -6.821 16.142  0.256
19 H -18.045 -6.059 16.128  0.322
20 H -16.060 -4.494 16.525  -0.274
21 H -17.271 -3.142 18.040  0.352
22 H -18.197 -4.456 18.663  0.352
23 H -18.477 -3.926 17.037  0.347
24 H -15.228 -4.607 18.639  0.327
25 C -9.029 -2.650 15.255  -1.160
26 C -9.491 -3.013 13.778  0.438
27 C -10.359 -1.911 13.141  -0.830
28 O -8.308 -3.079 12.972  -0.574
29 H -8.428 -3.479 15.627  0.387
30 H -9.798 -2.527 16.018  0.139
31 H -8.501 -1.710 15.412  0.334
32 H -10.080 -3.924 13.674  0.223
33 H -11.284 -1.742 13.692  0.009
34 H -10.564 -2.102 12.087  0.261
35 H -9.791 -0.983 13.195  0.483
36 H -7.766 -2.291 13.059  0.363
37 O -12.198 -3.730 10.434  -0.667
38 H -12.781 -3.884 11.177  0.386
39 H -12.774 -3.416 9.737  0.264
40 O -12.181 0.557 15.666  -0.639
41 H -13.132 0.664 15.636  0.265
42 H -12.042 -0.194 16.243  0.435
43 O -16.333 -5.090 11.326  -0.629
44 H -17.083 -5.673 11.210  0.273
45 H -15.977 -4.979 10.444  0.257
46 O -12.274 -1.843 16.908  -0.624
47 H -13.096 -1.577 17.319  0.237
48 H -12.131 -2.738 17.214  0.266
49 O -12.435 -6.702 12.594  -0.765
50 H -12.806 -5.831 12.740  0.384
51 H -12.499 -7.136 13.444  0.340
52 O -17.734 -3.480 12.976  -0.628
53 H -17.115 -3.966 12.431  0.345
54 H -18.204 -4.154 13.466  0.296
55 O -12.453 -7.931 15.132  -0.681
56 H -12.941 -7.828 15.949  0.313
57 H -12.895 -8.648 14.677  0.334

Calculated values
SMILES string   CC(C)O.CC(C)O.CC(C)O.O.O.O.O.O.O.O
Orbital gap   9.27 eV



3.
Formula: C9H3Cl6N9O2Pt
Source: the Open Molecules 2025 dataset
Level of theory: ωB97M-V/def2-TZVPD

Last column: Mulliken spin population.
Atoms and positions in Å:
1 Pt 0.500 0.079 0.048  0.101
2 N -3.250 -2.689 0.550  0.008
3 C -2.599 -0.627 0.001  -0.066
4 N -3.803 -0.044 0.189  0.122
5 N -3.635 1.255 0.111  0.010
6 N -2.363 1.542 -0.075  0.049
7 N -1.689 0.429 -0.149  0.113
8 C -2.026 -2.360 -1.315  0.190
9 N -0.838 -2.458 -2.009  0.444
10 N 0.433 -2.178 -1.208  0.714
11 N 0.276 -1.968 0.497  0.089
12 N -0.943 -1.961 0.393  0.058
13 H -5.174 -3.320 0.415  -0.001
14 Cl 4.864 5.279 -0.460  0.000
15 C 4.176 3.705 -0.203  -0.001
16 C 4.956 2.682 0.295  0.001
17 Cl 6.643 2.941 0.615  0.000
18 C 4.383 1.421 0.529  0.000
19 Cl 5.346 0.116 1.145  0.000
20 C 3.040 1.175 0.269  -0.021
21 O 2.476 0.011 0.486  0.016
22 C 2.231 2.236 -0.258  0.033
23 O 0.971 1.991 -0.495  0.027
24 C 2.820 3.476 -0.487  -0.001
25 Cl 1.835 4.743 -1.143  0.001
26 Cl -2.190 -2.010 0.036  0.097
27 C -4.352 -3.353 1.132  0.004
28 Cl -3.344 -2.931 -2.312  0.015
29 H -4.649 -2.800 2.026  -0.001
30 H -4.095 -4.383 1.375  0.001

Calculated values
Orbital gap (alpha / beta)   4.84 / 6.13 eV
Spin multiplicity   3
Net charge   -2
Expectation value of S²   2.04



4.
Formula: C9H5Cl2N
Source: the Open Molecules 2025 dataset
Level of theory: ωB97M-V/def2-TZVPD

Last column: Mulliken charge in e.
Atoms and positions in Å:
1 C 2.188 0.810 1.234  -0.268
2 C 0.883 0.835 1.827  -0.515
3 C 2.315 0.518 -0.112  -0.293
4 C -0.228 0.696 1.042  -0.037
5 C 1.207 0.350 -0.908  -0.147
6 C -0.126 0.524 -0.354  0.609
7 C -1.209 0.420 -1.186  -0.085
8 C -2.253 -1.105 -1.985  -0.535
9 C -2.497 -1.827 -0.910  0.472
10 N -2.038 0.286 -2.048  -0.179
11 Cl -2.592 -3.541 -1.086  -0.182
12 Cl -2.969 -1.252 0.686  -0.230
13 H 3.102 1.006 1.939  0.273
14 H 0.564 1.008 2.874  0.316
15 H 3.409 0.435 -0.600  0.239
16 H -1.306 0.732 1.525  0.230
17 H 1.549 0.106 -1.936  0.333

Calculated values
Orbital gap (alpha / beta)   6.14 / 6.15 eV



5.
Formula: C9H60NO22
Source: the Open Molecules 2025 dataset
Level of theory: ωB97M-V/def2-TZVPD

Last column: Mulliken charge in e.
Atoms and positions in Å:
1 C 14.602 15.175 -19.227  -1.592
2 C 13.556 15.844 -20.243  1.646
3 C 14.168 17.271 -20.531  -1.352
4 C 13.612 18.107 -21.633  -0.633
5 C 13.697 17.317 -22.898  -1.152
6 C 13.071 15.893 -22.837  1.615
7 N 13.646 15.185 -21.617  0.209
8 O 13.695 13.708 -21.700  -0.774
9 C 13.479 15.219 -24.226  -1.511
10 C 11.538 16.029 -22.883  -1.797
11 C 12.140 15.940 -19.639  -1.834
12 H 14.315 15.362 -18.193  0.360
13 H 15.585 15.631 -19.335  0.351
14 H 14.858 14.142 -19.466  0.309
15 H 15.254 17.358 -20.498  0.394
16 H 13.936 17.866 -19.648  0.365
17 H 14.196 19.018 -21.761  0.384
18 H 12.643 18.526 -21.364  0.275
19 H 14.709 17.201 -23.285  0.365
20 H 13.064 17.910 -23.559  0.401
21 H 13.010 15.767 -25.043  0.399
22 H 13.280 14.148 -24.252  0.221
23 H 14.566 15.256 -24.310  0.230
24 H 10.973 16.003 -23.815  0.397
25 H 11.223 17.033 -22.599  0.240
26 H 10.958 15.406 -22.204  0.343
27 H 12.194 16.396 -18.650  0.488
28 H 11.641 14.975 -19.541  0.299
29 H 11.502 16.603 -20.223  0.384
30 O 9.023 23.500 -19.290  -0.645
31 H 8.090 23.574 -19.489  0.315
32 H 9.336 22.803 -19.867  0.328
33 O 18.201 11.981 -27.068  -0.620
34 H 17.730 11.148 -27.067  0.315
35 H 19.112 11.742 -26.895  0.314
36 O 20.569 16.286 -20.645  -0.644
37 H 20.022 15.871 -21.312  0.334
38 H 20.103 17.091 -20.420  0.308
39 O 6.632 12.470 -21.468  -0.645
40 H 5.963 11.895 -21.841  0.308
41 H 7.449 12.183 -21.875  0.332
42 O 17.303 15.150 -29.608  -0.646
43 H 17.846 15.867 -29.281  0.318
44 H 17.458 14.431 -28.996  0.322
45 O 10.386 11.434 -23.735  -0.649
46 H 11.138 11.935 -23.419  0.343
47 H 10.724 10.940 -24.481  0.294
48 O 15.325 9.873 -15.279  -0.624
49 H 16.056 10.349 -15.672  0.319
50 H 15.064 10.411 -14.531  0.308
51 O 16.387 17.972 -14.340  -0.631
52 H 15.691 18.620 -14.450  0.321
53 H 17.038 18.204 -15.002  0.312
54 O 20.584 11.992 -19.302  -0.637
55 H 20.507 12.922 -19.516  0.329
56 H 21.456 11.746 -19.613  0.310
57 O 14.813 9.059 -24.006  -0.650
58 H 15.469 8.569 -23.510  0.321
59 H 14.601 9.808 -23.449  0.329
60 O 13.584 14.954 -12.480  -0.639
61 H 14.091 15.448 -13.124  0.326
62 H 13.862 14.046 -12.600  0.310
63 O 19.465 19.776 -24.768  -0.635
64 H 19.225 20.585 -24.315  0.311
65 H 18.638 19.441 -25.114  0.323
66 O 12.385 9.148 -18.954  -0.651
67 H 13.085 9.034 -18.312  0.320
68 H 12.631 9.935 -19.441  0.329
69 O 14.595 23.581 -24.704  -0.638
70 H 15.322 22.989 -24.894  0.313
71 H 14.002 23.067 -24.156  0.325
72 O 8.126 20.534 -22.543  -0.650
73 H 8.893 19.977 -22.673  0.333
74 H 7.383 19.932 -22.575  0.318
75 O 17.989 14.421 -23.782  -0.687
76 H 17.942 13.918 -24.595  0.311
77 H 17.114 14.796 -23.681  0.373
78 O 16.834 9.750 -19.926  -0.657
79 H 17.757 9.986 -19.830  0.318
80 H 16.419 10.541 -20.270  0.333
81 O 15.591 18.887 -27.786  -0.626
82 H 15.455 19.665 -28.328  0.309
83 H 15.127 18.189 -28.248  0.319
84 O 10.736 13.755 -30.740  -0.632
85 H 11.618 14.127 -30.740  0.320
86 H 10.875 12.808 -30.741  0.318
87 O 13.801 11.724 -29.262  -0.647
88 H 13.851 10.823 -28.942  0.317
89 H 13.575 12.241 -28.489  0.328
90 O 8.794 16.974 -28.803  -0.643
91 H 9.050 16.228 -29.344  0.323
92 H 7.872 16.816 -28.597  0.314

Calculated values
Orbital gap   3.78 eV
Net charge   -1



6.
Formula: C9H60NO22
Source: the Open Molecules 2025 dataset
Level of theory: ωB97M-V/def2-TZVPD

Last column: Mulliken spin population.
Atoms and positions in Å:
1 C -9.619 -31.716 -2.926  0.021
2 C -8.415 -32.407 -2.131  -0.015
3 C -7.130 -32.071 -2.877  -0.002
4 C -6.464 -30.763 -2.625  -0.002
5 C -6.410 -30.542 -1.105  0.005
6 C -7.736 -30.623 -0.262  -0.059
7 N -8.400 -31.875 -0.645  0.513
8 O -9.608 -32.181 0.084  0.480
9 C -8.571 -29.286 -0.400  0.035
10 C -7.213 -30.667 1.230  0.020
11 C -8.530 -33.933 -2.119  0.011
12 H -10.544 -32.212 -2.631  0.001
13 H -9.540 -31.858 -4.004  -0.002
14 H -9.875 -30.682 -2.697  0.002
15 H -7.347 -31.822 -3.916  0.000
16 H -6.360 -32.835 -2.771  -0.003
17 H -6.980 -29.907 -3.060  0.000
18 H -5.456 -30.746 -3.040  0.000
19 H -6.040 -29.552 -0.838  -0.001
20 H -5.737 -31.324 -0.754  -0.008
21 H -8.060 -28.334 -0.260  -0.001
22 H -9.415 -29.328 0.289  0.001
23 H -9.018 -29.111 -1.378  -0.001
24 H -6.713 -29.719 1.427  -0.003
25 H -6.509 -31.426 1.571  0.000
26 H -7.976 -30.633 2.008  -0.001
27 H -9.503 -34.306 -1.801  -0.002
28 H -7.709 -34.370 -1.552  -0.001
29 H -8.284 -34.430 -3.058  -0.001
30 O -6.037 -26.747 2.301  0.000
31 H -5.492 -25.967 2.201  0.000
32 H -5.429 -27.430 2.584  0.000
33 O -12.291 -33.174 -0.966  0.001
34 H -11.436 -32.898 -0.636  -0.004
35 H -12.893 -32.488 -0.678  -0.001
36 O -4.018 -33.004 1.961  0.000
37 H -3.515 -33.817 1.913  0.000
38 H -4.607 -33.042 1.207  -0.001
39 O -6.871 -30.534 -6.402  0.000
40 H -6.108 -30.801 -6.915  0.000
41 H -6.646 -30.762 -5.500  0.000
42 O -6.623 -36.344 1.102  0.000
43 H -7.299 -36.285 0.427  0.000
44 H -6.245 -35.465 1.141  0.000
45 O -11.339 -33.895 -4.227  0.000
46 H -12.075 -33.681 -3.653  0.000
47 H -10.751 -33.143 -4.154  0.000
48 O -10.508 -30.783 2.466  -0.002
49 H -10.088 -30.900 1.614  -0.005
50 H -10.233 -29.911 2.751  0.000
51 O -3.218 -29.205 -2.205  0.000
52 H -4.109 -29.264 -1.861  0.000
53 H -2.834 -30.063 -2.024  0.000
54 O -11.638 -27.287 -2.474  0.000
55 H -11.623 -27.958 -1.791  0.000
56 H -11.358 -27.744 -3.266  0.000
57 O -3.744 -29.579 -5.174  0.000
58 H -3.182 -29.932 -4.485  0.000
59 H -4.101 -30.352 -5.613  0.000
60 O -9.319 -37.091 -0.976  0.000
61 H -9.995 -36.926 -1.633  0.000
62 H -9.313 -36.302 -0.435  0.000
63 O -5.316 -34.863 -2.441  0.000
64 H -4.992 -34.109 -2.934  0.000
65 H -5.823 -35.366 -3.077  0.000
66 O -9.318 -32.998 2.791  0.003
67 H -9.731 -32.144 2.921  -0.001
68 H -8.786 -32.888 2.003  -0.007
69 O -9.346 -34.978 0.723  0.004
70 H -8.855 -35.012 1.544  0.000
71 H -9.605 -34.060 0.637  0.001
72 O -9.412 -25.730 -1.231  0.000
73 H -9.452 -24.934 -1.761  0.000
74 H -9.904 -26.379 -1.734  0.000
75 O -11.209 -36.783 -2.611  0.000
76 H -11.486 -37.603 -3.021  0.000
77 H -11.112 -36.171 -3.341  0.000
78 O -13.302 -30.741 -3.152  0.000
79 H -13.936 -31.204 -2.605  0.000
80 H -12.696 -30.338 -2.530  0.000
81 O -6.965 -32.151 5.202  0.000
82 H -7.607 -31.959 4.519  0.000
83 H -6.224 -31.579 5.003  0.000
84 O -5.020 -27.617 -3.938  0.000
85 H -4.845 -28.360 -4.516  0.000
86 H -4.208 -27.111 -3.946  0.000
87 O -6.051 -33.652 0.223  0.015
88 H -6.740 -33.022 0.009  0.010
89 H -5.806 -34.035 -0.620  -0.002
90 O -11.708 -29.636 -1.078  0.002
91 H -12.083 -29.296 -0.266  0.000
92 H -10.885 -30.044 -0.810  0.000

Calculated values
Orbital gap (alpha / beta)   8.77 / 6.93 eV
Spin multiplicity   2
Expectation value of S²   0.76



Number 1: total energy -1871.6496 a.u.. Number 2: total energy -1118.0281 a.u.. Number 3: total energy -3867.6903 a.u.. Number 4: total energy -1320.8796 a.u.. Number 5: total energy -2088.7762 a.u.. Number 6: total energy -2088.7910 a.u..